Molecular formula: C6H16N2
Method: DFT, ωB97M-V/def2-TZVPD

ΔE to the lowest compared entry with this formula, charge and spin   178.9 kJ/mol

CARTESIAN COORDINATES (ANGSTROEM)
N (-1.588, 0.395, -1.733)
C (-0.508, -0.502, -2.168)
C (0.373, -0.953, -0.941)
N (0.354, -0.053, 0.215)
C (1.236, 1.090, 0.126)
C (0.830, 2.248, 1.026)
C (0.418, -0.806, 1.467)
C (-0.991, -1.421, 1.775)
H (-1.231, 0.883, -0.873)
H (-2.328, -0.161, -1.309)
H (0.227, 0.064, -2.807)
H (-0.821, -1.421, -2.649)
H (1.467, -1.116, -1.302)
H (-0.191, -1.790, -0.501)
H (1.297, 1.445, -0.953)
H (2.249, 0.737, 0.484)
H (1.499, 3.065, 1.151)
H (-0.079, 2.708, 0.550)
H (0.472, 1.876, 2.011)
H (0.635, -0.023, 2.258)
H (1.218, -1.548, 1.461)
H (-1.088, -2.468, 1.341)
H (-0.970, -1.812, 2.782)
H (-1.754, -0.823, 1.351)

---

Molecular formula: C6H16N2
Method: DFT, ωB97M-V/def2-TZVPD

ΔE to the lowest compared entry with this formula, charge and spin   208.2 kJ/mol

CARTESIAN COORDINATES (ANGSTROEM)
C (-1.632, -0.184, -2.540)
N (-0.791, -0.899, -1.555)
C (-0.286, 2.339, 0.467)
C (-1.006, 1.084, 0.008)
C (-0.048, 0.072, -0.616)
C (0.740, -0.909, 0.204)
N (1.132, -0.325, 1.540)
C (1.833, -1.254, 2.416)
H (-2.505, 0.363, -2.116)
H (-1.033, 0.615, -3.043)
H (-2.169, -0.876, -3.199)
H (-0.102, -1.433, -2.050)
H (-0.750, 3.254, 0.187)
H (-0.016, 2.222, 1.518)
H (0.707, 2.336, -0.033)
H (-1.493, 0.417, 0.736)
H (-1.808, 1.474, -0.672)
H (0.692, 0.657, -1.231)
H (1.640, -1.207, -0.360)
H (0.243, -1.895, 0.344)
H (0.384, 0.157, 2.017)
H (1.394, -1.032, 3.399)
H (2.865, -0.984, 2.577)
H (1.728, -2.354, 2.068)

---

Molecular formula: C6H16N2
Method: DFT, ωB97M-V/def2-TZVPD

ΔE to the lowest compared entry with this formula, charge and spin   666.0 kJ/mol

CARTESIAN COORDINATES (ANGSTROEM)
C (0.596, -1.652, -1.549)
C (0.032, -0.639, -0.570)
C (-1.425, -0.194, -0.683)
C (-1.811, 0.628, 0.598)
C (-3.328, 0.924, 0.682)
N (0.815, 0.605, -0.377)
C (2.207, 0.327, -0.201)
N (3.418, 0.336, 1.428)
H (1.241, -1.290, -2.350)
H (-0.243, -1.979, -2.176)
H (1.077, -2.451, -0.975)
H (0.016, -1.095, 0.431)
H (-2.101, -1.046, -0.715)
H (-1.340, 0.596, -1.438)
H (-1.478, 0.077, 1.477)
H (-1.289, 1.578, 0.520)
H (-3.513, 1.476, -0.241)
H (-3.502, 1.628, 1.497)
H (-3.966, 0.084, 0.940)
H (1.463, 0.397, 0.726)
H (2.714, -0.580, -0.485)
H (2.880, 1.170, -0.320)
H (3.343, 1.238, 1.891)
H (4.193, -0.137, 1.891)

---

Molecular formula: C6H16N2
Method: DFT, ωB97M-V/def2-TZVPD

ΔE to the lowest compared entry with this formula, charge and spin   797.6 kJ/mol

CARTESIAN COORDINATES (ANGSTROEM)
C (3.199, -1.248, -0.266)
C (1.668, -1.238, -0.423)
N (1.176, -0.212, 0.475)
C (-2.659, -0.668, 0.296)
C (-1.200, -1.004, 0.044)
C (-0.218, 0.127, 0.380)
C (-0.683, 1.246, -0.642)
N (-1.669, 2.129, 0.034)
H (3.696, -0.298, -0.376)
H (3.410, -1.760, 0.673)
H (3.580, -1.908, -1.053)
H (1.463, -1.097, -1.483)
H (1.265, -2.239, -0.164)
H (0.476, 3.245, 1.424)
H (-2.755, 0.377, -0.053)
H (-2.887, -0.634, 1.427)
H (-3.478, -1.315, -0.389)
H (-0.815, -1.919, 0.498)
H (-1.113, -1.227, -1.071)
H (-0.514, 0.664, 1.430)
H (0.211, 1.865, -0.875)
H (-1.015, 0.778, -1.560)
H (0.326, 3.337, 2.170)
H (-1.465, 2.999, -0.495)

---

Molecular formula: C6H16N2
Method: DFT, ωB97M-V/def2-TZVPD

ΔE to the lowest compared entry with this formula, charge and spin   340.5 kJ/mol

CARTESIAN COORDINATES (ANGSTROEM)
C (-2.016, -1.580, 0.516)
N (-1.189, -0.351, 0.915)
C (-2.041, 0.824, 1.282)
C (-0.916, 0.585, -1.559)
C (-0.340, -0.061, -0.224)
C (1.009, 0.686, -0.006)
N (2.164, -0.352, 0.075)
C (3.592, -0.118, -0.255)
H (-1.348, -2.441, 0.381)
H (-2.679, -1.942, 1.252)
H (-2.561, -1.197, -0.341)
H (-1.958, 1.101, 2.344)
H (-3.091, 0.497, 1.149)
H (-1.816, 1.660, 0.577)
H (-1.392, -0.212, -2.173)
H (-1.724, 1.331, -1.462)
H (-0.255, 0.896, -2.197)
H (0.095, -1.083, -0.508)
H (0.925, 1.352, 0.926)
H (1.323, 1.375, -0.763)
H (2.037, -0.842, 0.832)
H (4.170, -1.001, 0.024)
H (4.091, 0.661, 0.377)
H (3.920, 0.215, -1.163)